Entry from the Open Molecules 2025 dataset: a cluster of 10 separate species, C36H66Cl2F12N12P2 in total (wB97M-V/def2-TZVPD).

XYZ file:
```
130
Properties=species:S:1:pos:R:3:mulliken_charge:R:1
C 4.386 3.526 -6.696 -1.075
C 4.818 2.250 -6.081 -0.470
N 3.767 1.228 -6.140 0.263
C 3.795 0.115 -6.998 -0.465
C 2.686 -0.603 -6.640 -0.327
N 1.902 0.168 -5.777 0.376
C 2.662 1.249 -5.387 -0.474
C 0.612 -0.215 -5.362 -0.873
H 4.069 3.269 -7.707 0.329
H 5.182 4.270 -6.672 0.386
H 3.606 3.999 -6.100 0.296
H 5.070 2.433 -5.036 0.252
H 5.731 1.870 -6.540 0.354
H 4.624 0.011 -7.682 0.416
H 2.314 -1.591 -6.866 0.397
H 2.328 2.038 -4.729 0.545
H 0.364 -1.264 -5.528 0.297
H -0.163 0.366 -5.862 0.286
H 0.586 -0.114 -4.277 0.334
C -2.601 -1.564 6.052 -1.304
C -1.469 -0.585 6.013 0.144
N -1.685 0.631 6.775 0.271
C -1.566 1.940 6.245 -0.168
C -1.937 2.781 7.296 -0.652
N -2.253 2.010 8.422 0.101
C -2.068 0.705 8.095 -0.083
C -2.529 2.590 9.733 -0.843
H -3.489 -1.325 5.467 0.328
H -2.881 -1.760 7.087 0.433
H -2.247 -2.523 5.674 0.370
H -1.094 -0.261 5.042 -0.081
H -0.628 -1.037 6.539 0.135
H -1.245 2.135 5.233 0.393
H -1.988 3.849 7.452 0.464
H -2.310 -0.132 8.732 0.338
H -1.739 3.286 10.013 0.371
H -2.590 1.890 10.567 0.309
H -3.394 3.252 9.742 0.354
C -8.941 -1.262 -4.037 -0.936
C -9.289 -0.116 -3.062 -0.471
N -8.490 -0.263 -1.843 0.212
C -8.701 -1.306 -0.895 -0.605
C -7.841 -1.021 0.152 -0.228
N -7.035 0.021 -0.210 0.326
C -7.376 0.421 -1.486 -0.127
C -6.079 0.640 0.681 -0.394
H -7.948 -1.149 -4.472 0.247
H -9.556 -1.371 -4.931 0.387
H -9.034 -2.255 -3.597 0.320
H -10.331 -0.047 -2.748 0.322
H -8.953 0.850 -3.440 0.301
H -9.535 -1.987 -0.981 0.434
H -7.705 -1.613 1.045 0.408
H -7.006 1.249 -2.072 0.329
H -5.730 -0.110 1.391 0.338
H -6.571 1.490 1.154 0.321
H -5.206 0.910 0.087 -0.088
C 4.824 -6.862 0.864 -0.967
C 3.951 -5.852 0.082 -0.604
N 3.411 -4.890 1.000 0.374
C 4.214 -3.833 1.540 -0.717
C 3.407 -3.127 2.361 -0.387
N 2.124 -3.638 2.290 0.113
C 2.130 -4.618 1.386 -0.539
C 1.000 -3.107 3.034 -0.944
H 5.471 -7.518 0.281 0.371
H 4.296 -7.561 1.513 0.264
H 5.500 -6.233 1.443 0.275
H 3.141 -6.343 -0.457 0.306
H 4.499 -5.314 -0.691 0.326
H 5.279 -3.832 1.365 0.451
H 3.629 -2.309 3.031 0.338
H 1.242 -5.119 1.030 0.400
H 1.308 -2.873 4.053 0.280
H 0.195 -3.841 3.001 0.308
H 0.672 -2.258 2.435 0.417
C 9.257 0.908 0.935 -1.305
C 8.653 -0.080 2.055 -0.277
N 7.235 0.264 2.325 0.194
C 6.521 -0.238 3.421 -0.727
C 5.199 0.130 3.281 -0.369
N 5.088 0.884 2.100 0.291
C 6.342 1.014 1.580 -0.204
C 3.893 1.398 1.569 -0.460
H 10.295 0.583 0.873 0.372
H 9.170 1.927 1.311 0.382
H 8.755 0.856 -0.031 0.401
H 9.262 0.080 2.945 0.354
H 8.659 -1.087 1.639 0.300
H 7.028 -0.692 4.260 0.454
H 4.314 0.109 3.901 0.465
H 6.535 1.505 0.637 0.403
H 3.449 2.158 2.211 0.266
H 3.132 0.658 1.320 0.247
H 4.102 1.755 0.560 0.104
C -2.341 -0.859 1.931 -0.896
C -2.249 0.626 1.986 0.074
N -1.578 1.195 0.826 0.403
C -0.218 1.348 0.789 -0.518
C 0.168 1.915 -0.361 -0.231
N -0.926 1.936 -1.171 0.455
C -2.017 1.471 -0.429 -0.484
C -0.894 2.509 -2.478 -0.933
H -2.535 -1.340 2.890 0.242
H -1.406 -1.321 1.612 0.245
H -3.127 -1.224 1.271 0.281
H -1.768 0.908 2.922 -0.115
H -3.259 1.032 1.939 0.283
H 0.319 1.059 1.680 0.185
H 1.152 2.229 -0.675 0.347
H -3.028 1.460 -0.809 0.408
H -1.751 3.168 -2.621 0.372
H -0.966 1.705 -3.210 0.181
H -0.021 3.124 -2.695 0.373
Cl 3.703 1.853 -2.182 -0.838
Cl 1.569 0.568 4.164 -0.752
P -4.029 -0.688 -3.447 1.470
F -2.680 0.084 -3.875 -0.516
F -3.408 -1.223 -1.949 -0.372
F -4.641 0.581 -2.679 -0.400
F -5.422 -1.448 -3.208 -0.320
F -4.609 -0.089 -4.957 -0.410
F -3.461 -2.050 -4.143 -0.410
P -0.741 3.785 -6.049 1.331
F -1.449 4.740 -4.927 -0.386
F 0.474 3.430 -5.047 -0.364
F -1.507 2.478 -5.479 -0.338
F -0.113 2.871 -7.286 -0.368
F -1.889 4.178 -7.047 -0.372
F 0.170 5.019 -6.568 -0.411
```

Multiplicity: 2
Electronic energy in a.u.: -4869.950468
Expectation value of S²: 0.76
Total charge: +1

***

Entry from the Open Molecules 2025 dataset: a cluster of 4 separate species, C36H67F3N3O15P3S in total (wB97M-V/def2-TZVPD).

XYZ file:
```
128
Properties=species:S:1:pos:R:3:mulliken_charge:R:1
C -1.157 4.188 -9.046 -1.209
C -0.830 2.939 -8.227 -0.254
C -1.761 2.801 -6.996 -0.947
C -1.325 3.721 -5.884 0.044
C -2.036 4.942 -5.616 1.238
S -3.491 5.413 -6.518 -0.267
C -1.635 5.768 -4.597 -0.031
C -2.362 7.043 -4.248 -1.786
C -3.451 6.751 -3.168 -0.582
O -3.598 5.356 -2.980 -0.131
C -4.138 4.981 -1.717 -0.348
C -5.459 4.230 -1.941 -1.147
C -0.520 5.415 -3.798 0.357
N -0.167 6.228 -2.775 -0.361
C 0.842 5.841 -2.046 0.112
C 1.147 6.794 -0.888 0.921
F 0.696 8.023 -1.206 -0.280
F 2.460 6.935 -0.654 -0.282
F 0.502 6.459 0.227 -0.234
C 1.550 4.631 -2.302 0.273
C 2.709 4.154 -1.447 -1.316
C 2.243 3.469 -0.182 0.814
O 1.553 3.967 0.668 -0.583
O 2.668 2.173 -0.060 -0.492
N 1.240 3.828 -3.289 -0.475
C 0.183 4.228 -4.038 0.244
C -0.240 3.389 -5.103 0.631
N 0.485 2.209 -5.328 -0.431
H -0.469 4.328 -9.878 0.391
H -1.146 5.062 -8.394 0.219
H -2.169 4.100 -9.452 0.274
H 0.198 3.022 -7.868 0.342
H -0.878 2.046 -8.854 0.429
H -2.808 2.964 -7.247 0.771
H -1.702 1.752 -6.688 -0.785
H -3.092 5.362 -7.794 0.129
H -2.827 7.475 -5.127 0.594
H -1.676 7.748 -3.785 0.385
H -4.401 7.163 -3.532 0.283
H -3.214 7.265 -2.234 0.446
H -4.270 5.829 -1.045 0.372
H -3.433 4.261 -1.291 0.276
H -5.613 3.442 -1.206 0.364
H -6.295 4.933 -1.909 0.303
H -5.435 3.830 -2.954 0.279
H 3.440 4.934 -1.248 0.365
H 3.237 3.391 -2.017 0.351
H 1.927 1.744 0.394 0.399
H -0.100 1.461 -5.677 -0.120
H 0.929 1.850 -4.493 0.446
C 5.934 3.503 6.328 -0.942
C 4.802 2.687 6.924 -0.343
O 4.242 1.767 5.981 -0.227
P 5.071 0.436 5.589 0.873
O 5.218 -0.380 6.808 -0.768
O 3.922 -0.366 4.756 -0.282
C 3.680 -1.759 4.976 -0.413
C 2.414 -1.958 5.780 -1.051
O 5.849 0.948 4.302 -0.288
C 5.270 1.122 2.998 -0.294
C 4.223 2.207 2.918 -0.516
H 6.787 2.869 6.077 0.263
H 6.270 4.262 7.035 0.405
H 5.614 3.993 5.409 0.194
H 5.139 2.146 7.812 0.301
H 3.989 3.345 7.228 0.309
H 4.531 -2.230 5.466 0.366
H 3.573 -2.221 3.992 0.325
H 2.436 -1.372 6.699 0.273
H 2.276 -3.009 6.037 0.350
H 1.546 -1.624 5.209 0.300
H 4.893 0.175 2.617 0.216
H 6.109 1.392 2.355 0.375
H 3.308 1.921 3.435 0.303
H 3.973 2.397 1.877 0.146
H 4.583 3.134 3.364 0.129
C -7.385 -2.414 -7.482 -0.939
C -6.629 -2.115 -6.201 -0.304
O -5.287 -2.613 -6.234 -0.247
P -4.180 -1.848 -7.135 1.079
O -4.014 -0.514 -6.522 -0.764
O -2.804 -2.562 -6.592 -0.416
C -1.694 -1.674 -6.381 -0.343
C -1.541 -1.275 -4.936 -1.103
O -4.290 -2.692 -8.474 -0.319
C -3.726 -4.001 -8.674 -0.204
C -4.341 -5.081 -7.817 -0.913
H -6.952 -1.880 -8.331 0.272
H -8.429 -2.115 -7.387 0.407
H -7.343 -3.478 -7.716 0.186
H -6.617 -1.040 -6.000 0.265
H -7.115 -2.604 -5.358 0.324
H -1.814 -0.771 -6.978 0.199
H -0.806 -2.194 -6.749 0.445
H -2.477 -0.883 -4.541 0.242
H -0.767 -0.509 -4.851 0.293
H -1.262 -2.117 -4.300 0.408
H -2.645 -3.971 -8.564 0.245
H -3.918 -4.227 -9.724 0.349
H -4.061 -4.971 -6.770 0.277
H -3.990 -6.055 -8.160 0.399
H -5.429 -5.059 -7.878 0.163
C -0.303 -8.780 7.579 -0.932
C -0.520 -7.486 8.341 -0.322
O 0.579 -7.173 9.203 -0.250
P 1.958 -6.628 8.556 0.906
O 1.672 -5.339 7.902 -0.703
O 2.713 -6.172 9.927 -0.338
C 3.386 -4.912 10.019 -0.321
C 2.566 -3.933 10.831 -1.154
O 2.762 -7.987 8.388 -0.303
C 3.398 -8.710 9.455 -0.183
C 2.445 -9.280 10.478 -0.899
H 0.531 -8.690 6.879 0.263
H -1.197 -9.043 7.012 0.405
H -0.065 -9.596 8.261 0.184
H -0.697 -6.656 7.653 0.288
H -1.396 -7.575 8.984 0.308
H 3.604 -4.512 9.030 0.358
H 4.342 -5.099 10.514 0.310
H 1.552 -3.856 10.439 0.279
H 3.024 -2.943 10.822 0.384
H 2.488 -4.271 11.866 0.314
H 4.168 -8.101 9.923 0.233
H 3.921 -9.530 8.960 0.347
H 2.000 -8.498 11.090 0.269
H 2.989 -9.958 11.137 0.401
H 1.637 -9.831 9.996 0.157
```

Electronic energy in a.u.: -4426.877451
SMILES string: CCCc1c(S)c(CCOCC)c2nc(C(F)(F)F)c(CC(=O)O)nc2c1N.CCOP(=O)(OCC)OCC.CCOP(=O)(OCC)OCC.CCOP(=O)(OCC)OCC

***

Entry from the Open Molecules 2025 dataset: a structure of composition C36H67IN2NbO (wB97M-V/def2-TZVPD).

XYZ file:
```
108
Properties=species:S:1:pos:R:3:mulliken_charge:R:1
C 9.161 2.160 4.684 -1.454
C 8.903 1.893 3.215 -0.190
C 7.492 1.376 2.935 -0.710
C 6.868 1.973 1.692 -0.936
C 7.641 1.758 0.397 -0.813
C 8.175 0.350 0.120 -0.824
C 7.422 -0.374 -0.977 -1.202
C 5.922 -0.499 -0.699 0.469
C 5.355 -1.841 -1.096 -1.221
C 3.864 -2.070 -0.822 -0.452
C 3.340 -1.454 0.462 -0.514
C 2.106 -2.160 1.033 -1.100
C 0.847 -1.303 1.138 0.176
C -0.405 -2.130 1.370 -0.339
C -1.490 -1.444 2.191 -1.105
C -2.572 -0.559 1.536 -0.999
Nb -3.823 -1.152 -0.261 -2.092
C -3.588 -3.441 -0.100 -0.607
C -3.588 -4.111 1.207 -0.592
N -4.184 -3.673 2.237 -0.399
C -5.764 -0.960 0.886 -0.834
C -6.527 0.360 0.806 -0.372
C -7.656 0.525 1.841 -0.935
C -7.452 1.667 2.836 -0.680
C -8.309 2.882 2.555 -0.584
C -7.848 3.647 1.336 -1.105
C -2.073 -0.745 -1.704 0.195
C -2.286 0.224 -2.883 0.120
C -2.364 1.659 -2.521 -0.671
O -3.234 2.386 -2.819 -0.549
N -1.209 2.176 -1.828 -0.280
C -0.097 2.313 -2.719 0.232
C 0.151 3.579 -3.299 -0.396
C 1.240 3.755 -4.189 -0.519
C 2.080 2.672 -4.498 -0.496
C 1.827 1.404 -3.922 -0.887
C 0.740 1.228 -3.035 0.111
C -5.189 -1.244 -2.112 -0.641
C -5.156 -2.430 -3.010 -0.816
C -3.842 -2.859 -3.597 -0.907
I -6.504 -2.117 -4.781 -0.158
H 8.771 3.129 4.968 0.344
H 8.668 1.422 5.302 0.376
H 10.215 2.154 4.923 0.385
H 9.623 1.165 2.872 0.291
H 9.043 2.813 2.663 0.257
H 6.853 1.620 3.775 0.556
H 7.502 0.295 2.878 0.334
H 5.849 1.627 1.589 0.362
H 6.804 3.043 1.859 0.406
H 6.969 2.011 -0.415 0.432
H 8.447 2.474 0.337 0.503
H 9.216 0.428 -0.168 0.317
H 8.159 -0.271 1.006 0.444
H 7.597 0.113 -1.928 0.361
H 7.823 -1.379 -1.046 0.504
H 5.392 0.276 -1.227 0.363
H 5.768 -0.329 0.358 -0.183
H 5.939 -2.623 -0.622 0.416
H 5.509 -1.937 -2.165 0.277
H 3.692 -3.135 -0.766 0.379
H 3.302 -1.689 -1.668 0.150
H 3.114 -0.406 0.311 0.392
H 4.132 -1.491 1.200 0.409
H 1.850 -3.003 0.401 0.456
H 2.333 -2.564 2.012 0.212
H 0.781 -0.741 0.217 -0.221
H 0.956 -0.627 1.976 0.236
H -0.074 -2.989 1.949 0.570
H -0.771 -2.530 0.433 0.004
H -1.989 -2.183 2.800 0.383
H -0.931 -0.843 2.906 0.511
H -3.313 -0.366 2.305 0.543
H -2.141 0.418 1.331 0.622
H -4.016 0.657 -0.464 0.167
H -4.452 -3.845 -0.630 0.497
H -2.730 -3.819 -0.649 0.402
H -3.039 -5.051 1.255 0.384
H -4.073 -4.326 3.006 0.205
H -6.421 -1.755 0.547 0.625
H -5.508 -1.124 1.924 0.820
H -6.948 0.468 -0.185 0.094
H -5.816 1.154 0.965 0.202
H -8.598 0.694 1.332 0.506
H -7.770 -0.404 2.385 0.476
H -7.638 1.333 3.849 0.329
H -6.413 1.984 2.807 0.359
H -8.295 3.543 3.413 0.349
H -9.334 2.563 2.405 0.313
H -6.802 3.902 1.414 0.296
H -8.401 4.573 1.229 0.382
H -8.002 3.081 0.430 0.260
H -1.328 -0.316 -1.058 -0.282
H -1.699 -1.691 -2.080 0.507
H -3.160 0.006 -3.473 0.252
H -1.430 0.156 -3.557 0.487
H -0.972 1.523 -1.091 0.398
H -0.498 4.395 -3.051 0.458
H 1.421 4.724 -4.614 0.388
H 2.911 2.806 -5.166 0.391
H 2.458 0.573 -4.158 0.427
H 0.542 0.262 -2.609 0.441
H -5.046 -0.343 -2.694 0.592
H -6.198 -1.167 -1.727 0.547
H -5.632 -3.280 -2.551 0.618
H -3.983 -3.675 -4.290 0.512
H -3.348 -2.060 -4.127 0.296
H -3.199 -3.221 -2.807 -0.008
```

Electronic energy in a.u.: -1951.137258
Total charge: -1

***

Entry from the Open Molecules 2025 dataset: a cluster of 3 separate species, C36H68Br2N2O8S2 in total (wB97M-V/def2-TZVPD).

XYZ file:
```
118
Properties=species:S:1:pos:R:3:mulliken_charge:R:1
C -3.461 -1.338 -2.271 -0.815
C -3.639 -1.484 -0.742 -1.084
C -2.750 -0.497 0.012 0.061
C -1.301 -0.973 0.026 -0.303
C -0.475 -0.221 1.100 -0.608
C 0.970 0.149 0.711 -1.536
C 1.306 1.555 0.086 -0.986
O 1.977 2.277 1.045 0.546
C 3.391 2.192 1.031 -0.767
C 3.881 2.986 2.227 -0.681
O 3.047 2.759 3.341 -0.076
C 3.247 3.699 4.364 -0.413
C 2.080 3.644 5.322 -0.739
O 2.157 1.236 -1.073 -0.492
S 1.211 0.706 -2.234 1.235
O 1.189 -0.709 -2.332 -0.632
O 1.590 1.351 -3.443 -0.700
O -0.141 1.296 -1.629 0.246
C 0.182 2.306 -0.634 2.842
C 0.597 3.561 -1.498 -1.603
S 2.161 4.372 -1.023 -0.016
C 1.944 6.040 -1.675 -0.488
C 1.173 6.968 -0.736 -1.068
C -0.974 2.794 0.221 -1.293
Br -0.625 3.159 2.065 0.055
C -2.227 3.055 -0.198 0.156
C -3.350 3.532 0.671 -1.582
Br -2.712 2.868 -2.025 -0.052
H -2.826 -0.491 -2.524 0.111
H -4.415 -1.172 -2.766 0.450
H -3.027 -2.229 -2.716 0.229
H -4.690 -1.358 -0.491 0.344
H -3.373 -2.502 -0.472 0.483
H -3.101 -0.486 1.047 0.491
H -2.863 0.508 -0.387 -0.288
H -0.837 -0.940 -0.953 -0.321
H -1.334 -2.022 0.314 0.705
H -1.061 0.608 1.482 0.161
H -0.393 -0.920 1.927 0.781
H 1.337 -0.665 0.096 0.642
H 1.561 0.107 1.621 0.253
H 3.818 2.666 0.155 0.405
H 3.752 1.166 1.112 0.389
H 3.827 4.050 1.972 0.355
H 4.926 2.757 2.453 0.317
H 3.300 4.719 3.965 0.364
H 4.197 3.514 4.877 0.288
H 2.118 4.491 6.001 0.469
H 1.176 3.752 4.727 0.096
H 2.064 2.715 5.883 0.004
H -0.163 4.329 -1.437 0.424
H 0.668 3.300 -2.545 0.711
H 1.513 6.025 -2.672 0.379
H 2.951 6.435 -1.782 0.426
H 1.518 6.837 0.284 0.260
H 1.403 7.995 -1.015 0.396
H 0.107 6.788 -0.820 0.273
H -4.276 3.426 0.116 0.495
H -3.444 2.922 1.561 0.365
H -3.212 4.584 0.903 0.314
C 1.211 -0.862 6.864 -1.948
C 0.092 -0.941 5.807 2.491
C -1.196 -0.338 6.369 -1.229
C -1.882 -1.234 7.398 -0.589
C -2.115 -2.631 6.823 -1.274
C -0.843 -3.277 6.273 1.726
N -0.114 -2.350 5.355 0.311
O -0.686 -2.351 4.190 -0.505
C 0.062 -3.718 7.442 -1.692
C -1.202 -4.565 5.539 -1.947
C 0.585 -0.087 4.648 -1.671
H 2.112 -1.364 6.510 0.421
H 1.464 0.181 7.053 0.372
H 0.942 -1.283 7.829 0.333
H -1.895 -0.152 5.547 0.350
H -0.973 0.636 6.810 0.434
H -1.288 -1.288 8.315 0.315
H -2.840 -0.794 7.684 0.411
H -2.544 -3.280 7.589 0.373
H -2.861 -2.560 6.025 0.375
H 1.064 -3.962 7.090 0.356
H -0.348 -4.612 7.912 0.475
H 0.143 -2.981 8.237 0.298
H -1.923 -4.400 4.741 0.365
H -1.649 -5.269 6.240 0.453
H -0.314 -5.032 5.109 0.448
H 1.481 -0.516 4.196 0.656
H 0.837 0.913 5.003 -0.051
H -0.166 0.031 3.872 -0.049
C 1.410 -4.070 -7.413 -1.741
C 0.601 -2.954 -8.100 1.713
C 1.368 -1.633 -8.025 -1.387
C 1.359 -1.009 -6.630 -0.378
C -0.072 -0.861 -6.120 -0.512
C -0.866 -2.165 -6.157 1.933
N -0.758 -2.832 -7.491 0.414
O -1.559 -2.255 -8.333 -0.607
C -0.375 -3.097 -5.030 -1.685
C -2.327 -1.881 -5.825 -1.608
C 0.489 -3.391 -9.558 -1.835
H 0.838 -4.999 -7.383 0.383
H 2.325 -4.261 -7.975 0.452
H 1.726 -3.831 -6.402 0.305
H 0.930 -0.920 -8.731 0.360
H 2.397 -1.797 -8.353 0.401
H 1.954 -1.610 -5.937 0.225
H 1.835 -0.028 -6.664 0.443
H -0.056 -0.475 -5.098 -0.489
H -0.580 -0.104 -6.728 0.457
H -0.750 -4.112 -5.172 0.414
H -0.742 -2.741 -4.067 0.260
H 0.707 -3.136 -4.932 0.221
H -2.770 -1.147 -6.496 0.406
H -2.396 -1.481 -4.814 0.152
H -2.924 -2.793 -5.870 0.487
H -0.091 -4.310 -9.649 0.448
H 1.485 -3.579 -9.956 0.418
H 0.025 -2.631 -10.184 0.363
```

Multiplicity: 3
Electronic energy in a.u.: -8068.129037
Expectation value of S²: 2.01